Record 1
Below is an isolated molecule of C4H5FO2S at a distorted geometry, with properties calculated with ωB97M-V with the def2-TZVPD basis set.

The geometry in XYZ format:
```
13
Properties=species:S:1:pos:R:3:forces:R:3:mulliken_charge:R:1
O -0.6886 1.5301 -2.5087 4.9 1.0 1.8 -0.503
C -1.0392 1.8153 -1.1195 0.0 2.1 -0.6 -0.659
C -0.8516 0.6182 -0.2532 -0.5 -3.1 2.4 0.546
C -1.8348 -0.2809 0.2552 0.7 3.3 -0.5 -0.124
F -1.5708 -1.4186 0.9430 0.2 0.9 -0.8 -0.207
O 0.5339 0.2644 -0.1041 -1.7 1.5 -2.8 -0.271
C 1.0132 -0.2123 1.0022 0.9 -2.6 -0.3 -0.071
S 2.2850 -1.2355 0.9601 -0.3 0.9 0.6 -0.273
H 0.4161 1.6515 -2.4697 -4.5 -0.7 -0.6 0.357
H -0.6106 2.9078 -0.7731 -0.4 -3.1 -0.4 0.235
H -2.0867 2.0338 -1.1414 -0.8 -0.1 0.0 0.332
H -2.9353 0.0275 0.3640 1.8 -0.6 -0.7 0.277
H 0.3056 -0.0821 1.7654 -0.3 0.3 1.9 0.360
```
Positions in Å, forces in eV/Å.

Properties
SMILES string: OC/C(=C/F)OC=S
Energy relative to the best compared isomer or geometry (same formula, charge and spin): 3.441 eV
Net charge: 0

Record 2
Below is an isolated molecule of C2H2OS2 at a distorted geometry, with properties calculated with ωB97M-V with the def2-TZVPD basis set.

The geometry in XYZ format:
```
7
Properties=species:S:1:pos:R:3:forces:R:3:mulliken_charge:R:1
O -1.1191 -1.1047 -0.7162 0.8 1.3 0.7 -0.460
C -0.8156 0.0028 -0.3346 -1.7 1.4 -0.6 0.135
C 0.5087 0.5701 0.1998 -0.9 -3.0 -0.3 0.325
S 0.6318 2.0880 0.6035 0.2 1.5 0.2 -0.243
S 1.5314 -0.7345 0.5208 1.8 -0.5 0.5 -0.184
H -1.5066 0.9026 -0.2834 -0.2 -1.0 -0.4 0.247
H 0.7693 -1.7242 0.0101 -0.1 0.3 -0.1 0.180
```
Positions in Å, forces in eV/Å.

Properties
SMILES string: O=CC(=S)S
Energy relative to the best compared isomer or geometry (same formula, charge and spin): 0.696 eV
Net charge: 0

Record 3
Below is an isolated molecule of C3H3N3O2 at a distorted geometry, with properties calculated with ωB97M-V with the def2-TZVPD basis set.

The geometry in XYZ format:
```
11
Properties=species:S:1:pos:R:3:forces:R:3:mulliken_charge:R:1
O -0.2717 2.5940 -0.4700 -0.2 -0.6 0.4 -0.482
C -0.9300 1.7195 0.0514 1.2 2.3 -0.8 0.046
N -0.3991 0.4646 0.2791 -1.0 6.9 0.8 0.434
C -1.1475 -0.5464 0.4532 -4.8 -5.7 0.3 0.187
N -0.5688 -1.7428 0.3189 1.0 4.3 -0.2 -0.487
C 0.8031 -1.2142 -0.0578 -0.9 -2.3 -0.5 0.321
O 1.6692 -1.9291 -0.4291 1.3 -0.3 0.1 -0.492
N 0.8228 0.2040 -0.1145 4.3 -1.2 0.2 -0.362
H -1.9240 1.9677 0.4012 -0.6 -0.8 0.3 0.309
H -2.3158 -0.3014 0.5122 2.8 -0.9 0.3 0.210
H 1.7222 0.7806 0.2136 -3.1 -1.6 -0.8 0.315
```
Positions in Å, forces in eV/Å.

Properties
SMILES string: O=Cn1cnc(=O)[nH]1
Energy relative to the best compared isomer or geometry (same formula, charge and spin): 3.272 eV
Net charge: 0

Record 4
Below is the ion C27H42NO2 with charge +1 at a distorted geometry, with properties calculated with ωB97M-V with the def2-TZVPD basis set.

The geometry in XYZ format:
```
72
Properties=species:S:1:pos:R:3:forces:R:3:mulliken_charge:R:1
C 4.2168 1.3394 1.9597 -0.1 0.1 -0.2 -1.805
C 3.5087 2.1079 0.8405 -0.1 0.1 0.0 2.543
C 2.4807 3.0422 1.5006 0.2 -0.2 -0.1 -2.026
C 4.5238 2.9734 0.0964 -0.1 -0.1 0.1 -1.878
C 2.6921 1.1762 -0.0867 0.3 0.1 0.1 -2.032
C 3.3298 0.2673 -1.1737 0.0 0.0 0.0 3.073
C 3.8617 1.0573 -2.3793 0.0 -0.1 0.1 -1.953
C 4.4671 -0.6011 -0.6356 -0.2 0.1 -0.1 -2.568
C 2.1590 -0.5943 -1.6377 0.1 -0.1 0.0 -0.039
C 1.9911 -1.9161 -1.2484 0.1 0.2 0.0 -0.718
C 0.8704 -2.6540 -1.6015 -0.3 -0.2 -0.1 -0.882
C -0.1315 -2.0715 -2.3620 -0.1 0.2 0.0 0.413
O -1.3321 -2.6463 -2.7068 0.3 0.3 -0.1 -0.461
C -1.6156 -3.9812 -2.3544 -0.2 -0.3 0.5 -0.889
C -1.9855 -4.1597 -0.8748 0.1 0.0 -0.3 -0.413
O -3.1292 -3.3765 -0.5527 0.0 -0.1 -0.3 -0.339
C -3.0370 -2.5928 0.6030 0.1 0.3 0.1 -1.157
C -2.2719 -1.2718 0.3951 0.3 -1.0 0.4 0.322
N -3.0203 -0.1951 -0.3106 0.0 0.0 0.0 0.292
C -3.6099 -0.7051 -1.5631 -0.4 -0.3 -0.9 -0.784
C -2.0586 0.8738 -0.6397 0.7 0.6 -0.2 -0.606
C -4.1200 0.3675 0.5449 -0.5 0.3 0.6 -0.957
C -3.6519 0.9567 1.8506 0.0 0.0 -0.1 0.464
C -3.3046 2.3019 1.9341 -0.1 -0.1 0.0 -0.255
C -2.8821 2.8449 3.1348 0.0 0.0 0.0 -0.805
C -2.8083 2.0523 4.2681 0.0 0.0 0.0 -0.527
C -3.1725 0.7179 4.2000 0.0 -0.1 0.0 -0.804
C -3.5938 0.1730 2.9995 0.0 0.1 -0.1 -0.162
C 0.0428 -0.7587 -2.8028 0.0 -0.3 -0.1 -1.047
C 1.1653 -0.0415 -2.4447 -0.1 -0.1 0.0 0.253
H 5.0449 0.7486 1.5856 0.1 -0.1 0.0 0.331
H 4.6158 2.0412 2.6887 0.1 0.1 0.1 0.478
H 3.5230 0.6774 2.4746 -0.1 -0.1 0.1 0.374
H 1.7209 2.4698 2.0308 -0.1 -0.1 0.1 0.419
H 2.9705 3.6970 2.2165 0.0 0.1 0.1 0.472
H 1.9878 3.6654 0.7570 -0.1 0.1 -0.1 0.428
H 4.0605 3.4834 -0.7439 0.0 0.1 -0.1 0.326
H 5.3587 2.3827 -0.2667 0.1 0.0 -0.1 0.279
H 4.9235 3.7274 0.7711 0.1 0.1 0.1 0.501
H 1.9683 1.8076 -0.6103 -0.1 0.0 0.0 0.459
H 2.1161 0.5171 0.5729 -0.1 0.0 0.0 0.661
H 3.9283 0.4014 -3.2453 0.0 0.0 -0.1 0.433
H 3.2207 1.8968 -2.6324 -0.1 0.1 -0.1 0.358
H 4.8544 1.4462 -2.1822 0.1 0.1 0.0 0.434
H 4.1939 -1.0919 0.2945 0.0 -0.1 0.1 0.457
H 5.3480 0.0065 -0.4536 0.1 0.0 0.1 0.432
H 4.7363 -1.3562 -1.3716 0.1 -0.1 0.0 0.529
H 2.7392 -2.4090 -0.6510 0.1 0.0 0.1 0.436
H 0.8076 -3.6837 -1.2860 0.0 -0.1 0.0 0.442
H -0.7822 -4.6459 -2.6039 -0.1 0.0 0.0 0.432
H -2.4800 -4.2460 -2.9670 0.1 -0.1 0.1 0.431
H -2.2245 -5.2163 -0.7077 0.1 0.1 0.0 0.433
H -1.1461 -3.8848 -0.2296 0.0 0.0 0.0 0.366
H -2.5300 -3.1404 1.4087 -0.1 0.1 0.0 0.353
H -4.0667 -2.4146 0.9222 0.1 0.0 0.1 0.458
H -1.3770 -1.4870 -0.1953 -0.1 0.1 0.0 -0.441
H -1.9618 -0.8776 1.3648 0.0 0.1 -0.2 0.772
H -2.8427 -1.1867 -2.1694 0.0 0.1 0.2 0.089
H -4.3770 -1.4459 -1.3513 0.0 0.1 0.1 0.413
H -4.0512 0.1157 -2.1246 0.0 0.1 0.2 0.450
H -1.5932 1.2528 0.2684 -0.1 -0.1 0.0 0.451
H -1.2821 0.4854 -1.3010 -0.2 -0.1 0.1 -0.192
H -2.5712 1.6917 -1.1423 -0.1 0.0 0.0 0.387
H -4.8377 -0.4310 0.7373 0.1 0.0 -0.2 0.616
H -4.6199 1.1383 -0.0457 0.1 -0.2 -0.1 0.551
H -3.3822 2.9370 1.0638 0.0 0.1 -0.1 0.444
H -2.6186 3.8895 3.1857 0.0 0.1 0.0 0.425
H -2.4824 2.4766 5.2044 0.0 0.0 0.1 0.429
H -3.1373 0.1007 5.0839 0.0 -0.1 0.1 0.419
H -3.8978 -0.8633 2.9641 0.0 -0.1 0.0 0.409
H -0.7022 -0.3309 -3.4580 -0.1 0.1 -0.1 0.421
H 1.2609 0.9686 -2.8088 0.0 0.2 -0.1 0.384
```
Positions in Å, forces in eV/Å.

Properties
SMILES string: CC(C)(C)CC(C)(C)c1ccc(OCCOCC[N+](C)(C)Cc2ccccc2)cc1
Energy relative to the best compared isomer or geometry (same formula, charge and spin): 0.175 eV
Net charge: +1

Record 5
Below is a structure of composition C46H55IrN7O2PS5 at a distorted geometry, with properties calculated with ωB97M-V with the def2-TZVPD basis set.

The geometry in XYZ format:
```
117
Properties=species:S:1:pos:R:3:forces:R:3:mulliken_charge:R:1
Ir 0.3350 -2.2084 -0.8250 0.0 -0.8 0.2 1.450
C -2.4621 -2.8958 -1.0352 0.1 0.0 -0.2 -0.585
C -1.6596 -4.1673 -0.6377 -0.1 0.1 -0.1 -1.110
N -0.3256 -4.1053 -1.2886 -0.2 -0.3 0.2 -0.474
C -0.4250 -4.3725 -2.7469 0.1 -0.1 -0.1 -1.058
C 0.6553 -3.5683 -3.4209 0.1 -0.2 -0.2 0.269
N 0.7474 -2.2285 -2.7795 -0.1 0.2 -0.5 -0.502
C -0.1759 -1.2340 -3.3967 -0.1 0.1 -0.2 -1.009
C -1.6059 -1.5023 -2.9417 0.1 -0.1 0.1 -0.493
N -1.5692 -1.8481 -1.5248 -0.2 1.0 0.6 -1.183
H -3.2288 -3.1266 -1.7819 0.0 -0.1 0.0 0.486
H -2.9856 -2.5584 -0.1342 -0.1 0.0 -0.1 0.198
H -1.4847 -4.1887 0.4372 0.0 0.0 0.0 0.476
H -2.1828 -5.0847 -0.9170 0.0 0.0 0.0 0.444
H 0.3095 -4.7964 -0.8768 0.1 0.0 -0.1 0.308
H -0.2720 -5.4325 -2.9501 0.0 0.0 0.1 0.523
H -1.4240 -4.1102 -3.0861 0.0 0.0 0.0 0.268
H 1.6051 -4.0677 -3.2668 0.1 0.0 0.0 -0.272
H 0.4883 -3.4661 -4.4954 0.0 0.1 0.0 0.418
H 1.7095 -1.8978 -2.8596 0.1 -0.2 -0.1 0.138
H 0.1533 -0.2503 -3.0568 0.0 0.0 0.1 0.174
H -0.0919 -1.2730 -4.4857 0.1 0.0 0.0 0.649
H -2.1789 -0.5830 -3.1423 -0.1 0.0 0.0 0.390
H -2.0836 -2.2751 -3.5561 0.1 0.0 0.0 0.586
H -1.8739 -0.2112 -0.7455 0.0 0.0 0.2 -0.276
C 6.1783 -2.1732 -0.6730 0.0 0.0 0.0 -0.725
C 5.6443 -3.2562 0.2366 0.0 0.0 -0.1 -0.181
O 4.8854 -4.2526 -0.4901 0.0 0.0 0.1 -0.449
P 3.4228 -4.0693 -1.0740 0.2 0.0 0.1 0.685
S 2.4778 -2.7291 0.1262 0.0 0.2 -0.1 -0.393
S 2.6200 -5.8035 -1.3725 -0.2 -0.1 -0.1 -0.422
O 3.6182 -3.2127 -2.4355 0.0 0.1 -0.1 -0.476
C 4.3993 -3.7837 -3.5179 -0.1 0.0 0.0 -0.279
C 4.2884 -2.8574 -4.7023 0.0 0.0 0.0 -1.189
H 6.7836 -1.4750 -0.0927 0.0 0.0 0.0 0.452
H 5.3614 -1.6199 -1.1400 0.0 0.0 0.0 -0.040
H 6.8080 -2.5971 -1.4559 0.0 0.0 0.0 0.320
H 5.0117 -2.8407 1.0214 0.0 0.0 0.0 0.172
H 6.4487 -3.8213 0.7004 0.0 0.0 0.0 0.340
H 4.0150 -4.7814 -3.7400 0.0 0.0 0.0 0.371
H 5.4315 -3.8848 -3.1830 0.0 0.0 0.0 0.394
H 3.2505 -2.7609 -5.0306 0.0 0.0 0.0 0.204
H 4.8655 -3.2547 -5.5377 0.0 0.0 0.0 0.427
H 4.6757 -1.8662 -4.4622 0.0 0.0 0.0 0.289
N -1.8149 0.6792 -0.1691 -0.4 -0.2 -0.8 1.038
S -2.7762 1.7886 0.0467 0.2 -0.3 0.6 1.211
N -2.4768 2.4211 1.5031 0.1 0.3 -1.0 -0.418
S -1.2276 1.8652 2.2776 0.1 -0.7 1.6 1.306
N 0.2456 1.6037 1.8773 -0.3 0.4 -1.2 -0.117
S 1.0224 0.5704 0.8452 -0.3 -0.4 0.3 0.680
N 0.3835 -0.6698 0.3945 0.3 0.7 0.9 0.360
C 2.4385 0.4417 1.9154 0.0 0.0 0.3 0.899
C 2.5260 -0.7278 2.6537 0.1 0.0 0.0 -0.671
C 3.5595 -0.8584 3.5718 0.0 0.0 0.0 -1.421
C 4.4655 0.1761 3.7487 0.1 0.0 0.0 -0.715
C 4.3486 1.3541 3.0169 0.0 0.0 0.0 -1.029
C 3.3240 1.4994 2.0969 0.0 -0.1 -0.1 -0.664
C 1.6064 1.5220 -0.5184 0.0 0.4 0.1 0.605
C 2.7975 1.1061 -1.1054 -0.1 -0.1 -0.1 -0.166
C 3.2886 1.8276 -2.1814 0.0 0.0 0.0 -0.723
C 2.5975 2.9388 -2.6518 0.0 0.0 0.0 -1.006
C 1.3986 3.3232 -2.0671 0.0 0.0 0.0 -0.534
C 0.8944 2.6132 -0.9869 0.1 0.0 0.1 -0.576
C -1.7417 0.4003 3.1923 0.2 0.1 -0.3 1.013
C -2.9693 -0.1961 2.9726 -0.1 0.0 0.0 -0.079
C -3.2731 -1.3752 3.6413 0.0 0.0 0.0 -0.875
C -2.3598 -1.9331 4.5225 0.0 0.0 0.0 -0.768
C -1.1435 -1.3019 4.7588 0.0 0.0 0.0 -0.811
C -0.8234 -0.1336 4.0898 0.0 0.0 0.0 -0.302
C -1.0268 3.1311 3.5157 0.0 0.0 -0.1 0.549
C 0.2179 3.2756 4.1153 0.0 0.0 0.0 -0.406
C 0.3574 4.1958 5.1423 0.0 0.0 0.0 -0.826
C -0.7259 4.9580 5.5531 0.0 0.0 0.0 -0.629
C -1.9575 4.8144 4.9295 0.0 0.0 0.0 -0.809
C -2.1201 3.8986 3.9030 0.0 -0.1 0.0 -0.535
C -4.5067 1.4586 0.0745 -0.1 -0.1 0.0 0.610
C -5.0161 0.8350 -1.0608 0.0 0.0 0.1 -0.501
C -6.3604 0.5103 -1.0906 0.0 0.0 0.0 -0.829
C -7.1742 0.8133 -0.0048 0.0 0.0 0.0 -0.683
C -6.6525 1.4411 1.1166 0.0 0.0 0.0 -0.881
C -5.3054 1.7724 1.1661 0.0 0.0 -0.1 -0.137
C -2.6707 3.1304 -1.0951 0.1 0.3 0.1 0.243
C -3.1862 4.3792 -0.7570 0.0 -0.1 0.0 -0.568
C -3.0800 5.4113 -1.6715 0.0 0.0 0.0 -0.902
C -2.4743 5.1863 -2.9044 0.0 0.0 0.0 -0.562
C -1.9650 3.9368 -3.2251 0.0 0.0 0.0 -0.791
C -2.0515 2.8948 -2.3115 -0.1 0.0 0.0 0.002
H 1.8087 -1.5248 2.5010 0.0 0.0 0.0 0.941
H 3.6574 -1.7723 4.1428 0.0 0.0 0.0 0.574
H 5.2738 0.0654 4.4599 0.0 0.0 0.0 0.476
H 5.0560 2.1589 3.1658 0.0 0.0 0.0 0.551
H 3.2221 2.4137 1.5255 0.0 0.0 0.0 0.656
H 3.3210 0.2328 -0.7319 0.0 0.0 0.0 0.539
H 4.2184 1.5282 -2.6468 0.0 0.0 0.0 0.520
H 3.0041 3.5153 -3.4725 0.0 0.0 0.0 0.428
H 0.8598 4.1833 -2.4424 0.0 0.0 0.0 0.576
H -0.0295 2.9154 -0.5130 0.1 0.0 0.1 0.418
H -3.6960 0.2379 2.3022 0.1 0.0 0.0 0.081
H -4.2316 -1.8493 3.4744 0.0 0.0 0.0 0.535
H -2.5959 -2.8575 5.0329 0.0 0.0 0.0 0.437
H -0.4413 -1.7175 5.4698 0.0 0.0 0.0 0.492
H 0.1256 0.3525 4.2759 0.0 0.0 -0.1 0.437
H 1.0670 2.6954 3.7823 0.0 0.0 0.0 0.307
H 1.3205 4.3146 5.6202 0.0 0.0 0.0 0.481
H -0.6098 5.6695 6.3594 0.0 0.0 0.0 0.427
H -2.7996 5.4177 5.2409 0.0 0.0 0.0 0.458
H -3.0764 3.7905 3.4162 0.0 0.0 0.0 0.298
H -4.3761 0.6107 -1.9071 0.0 0.0 0.0 0.417
H -6.7763 0.0212 -1.9611 0.0 0.0 0.0 0.465
H -8.2253 0.5592 -0.0370 0.0 0.0 0.0 0.421
H -7.2925 1.6722 1.9572 0.0 0.0 0.0 0.497
H -4.8851 2.2629 2.0333 0.0 0.0 0.0 0.422
H -3.6538 4.5404 0.2066 0.0 0.0 0.0 0.444
H -3.4711 6.3902 -1.4285 0.0 0.0 0.0 0.458
H -2.4003 5.9956 -3.6188 0.0 0.0 0.0 0.442
H -1.4960 3.7713 -4.1862 0.0 0.0 0.0 0.507
H -1.6301 1.9211 -2.5239 0.0 0.0 0.0 0.397
```
Positions in Å, forces in eV/Å.

Properties
Energy relative to the best compared isomer or geometry (same formula, charge and spin): 0.796 eV
Net charge: +2

Record 6
Below is a cluster of 2 separate species, C2H5N4 in total at a distorted geometry, with properties calculated with ωB97M-V with the def2-TZVPD basis set.

The geometry in XYZ format:
```
11
Properties=species:S:1:pos:R:3:forces:R:3:mulliken_charge:R:1
C 0.7189 -2.5614 1.2169 0.3 -1.4 1.6 0.066
C 0.4124 -1.6064 0.3484 -1.0 1.2 -3.1 0.401
N 0.9414 -3.4029 1.9695 0.2 -0.2 0.2 -0.235
N -0.0013 -1.0605 -0.6095 1.5 -1.4 3.0 0.489
N -0.2371 1.8338 0.1254 0.5 0.0 2.1 -0.542
N -0.3321 -0.1290 -1.3317 -0.6 1.1 -0.6 -0.793
H -0.2547 1.1137 -0.6979 -0.3 -0.7 0.1 0.353
H 0.6054 1.6992 0.7213 -0.5 0.7 -0.8 0.376
H -0.4394 -0.3720 -2.2661 -0.3 -0.7 -2.2 0.182
H -1.0229 1.7465 0.7538 -0.5 -0.7 0.2 0.359
H -0.3904 2.7391 -0.2300 0.7 1.8 -0.6 0.346
```
Positions in Å, forces in eV/Å.

Properties
Energy relative to the best compared isomer or geometry (same formula, charge and spin): 2.937 eV
Net charge: +1

Record 7
Below is an isolated molecule of C11H10N2O2S at a distorted geometry, with properties calculated with ωB97M-V with the def2-TZVPD basis set.

The geometry in XYZ format:
```
26
Properties=species:S:1:pos:R:3:forces:R:3:mulliken_charge:R:1
O 2.0567 1.6171 -0.6134 -0.1 0.0 -0.2 -0.660
C 1.4578 1.0116 0.2524 0.2 -0.1 0.5 0.146
N 1.9797 0.6631 1.4464 -0.1 -0.1 0.3 -0.213
C 3.3396 0.9089 1.7931 0.2 0.0 -0.1 -0.116
C 3.7990 0.6267 3.1860 0.0 0.1 0.1 -0.652
C 4.2465 -0.2607 2.0618 0.1 0.0 -0.2 -0.500
C 0.0558 0.5488 0.0862 -1.0 -0.3 -0.1 0.644
C -0.6502 0.4053 -1.1277 -0.7 -0.3 0.4 -0.739
C -1.8677 -0.1054 -0.7361 1.5 0.6 -0.3 0.766
C -3.0113 -0.5171 -1.4894 -0.8 -0.3 0.0 0.247
C -3.1123 -0.6448 -2.8511 0.2 0.1 0.5 -0.504
C -4.3746 -1.1123 -3.2570 -0.3 -0.1 0.0 -0.511
C -5.2137 -1.3318 -2.2078 0.1 0.1 0.2 -0.393
S -4.4861 -0.9745 -0.6975 0.3 0.0 -0.5 -0.100
O -1.8740 -0.2353 0.6039 -0.5 -0.2 -0.5 -0.154
N -0.6849 0.1619 1.1010 1.1 0.4 0.4 -0.584
H 1.3920 0.1603 2.0952 0.0 0.1 -0.1 0.294
H 3.7338 1.7605 1.2548 0.1 -0.1 0.1 0.422
H 4.5190 1.2935 3.6341 0.0 0.1 0.0 0.233
H 3.0786 0.2320 3.8864 -0.1 -0.1 0.0 0.243
H 5.2715 -0.2044 1.7315 0.1 0.1 0.0 0.236
H 3.8203 -1.2502 1.9960 -0.1 0.0 0.0 0.255
H -0.3002 0.6421 -2.1077 0.1 0.1 -0.3 0.414
H -2.3057 -0.4243 -3.5251 0.2 0.1 -0.1 0.392
H -4.6460 -1.2804 -4.2830 -0.1 0.0 -0.2 0.398
H -6.2234 -1.6905 -2.2330 -0.2 -0.1 0.0 0.433
```
Positions in Å, forces in eV/Å.

Properties
SMILES string: O=C(NC1CC1)c1cc(-c2cccs2)on1
Energy relative to the best compared isomer or geometry (same formula, charge and spin): 0.477 eV
Net charge: 0

| no. | HOMO level (eV) |
| --- | --- |
| 1 | -8.94 |
| 2 | -9.50 |
| 3 | -9.70 |
| 4 | -11.11 |
| 5 | -11.91 |
| 6 | -14.15 |
| 7 | -8.64 |